1.
The following is a DFT calculation (ωB97M-V/def2-TZVPD) of 2 unconnected molecules or ions with the total composition C5H11NO at a distorted geometry.

Last column: Mulliken charge in e.
Cartesian coordinates (Å):
C (-0.81, 0.43, -0.86)  0.6083
C (-0.30, 1.84, -0.73)  -1.3252
C (-0.86, -0.57, 1.91)  -0.9800
C (1.57, -0.44, -0.29)  -1.5463
C (0.11, -0.64, -0.52)  0.8040
N (-2.00, 0.26, -1.28)  -0.8045
O (-0.30, -1.89, -0.88)  -0.4694
H (-1.12, 2.52, -0.96)  0.3890
H (0.51, 2.01, -1.44)  0.3112
H (0.06, 2.03, 0.27)  0.2896
H (-0.88, -1.63, 2.08)  0.3149
H (-1.79, -0.07, 1.73)  0.3237
H (-0.08, -0.01, 2.38)  0.3223
H (1.77, 0.47, 0.27)  0.3136
H (1.99, -1.29, 0.26)  0.5223
H (2.08, -0.38, -1.26)  0.3419
H (-2.28, -0.71, -1.35)  0.2342
H (0.35, -2.55, -0.62)  0.3505

The HOMO-LUMO gap (spin up / spin down) comes out at 7.81 / 8.62 eV. The LUMO energy (spin up / spin down) comes out at 0.359 / 0.274 eV. The spin multiplicity is 1. Its charge is 0. The energy above the lowest of the compared OMol25 structures with the same formula, charge and spin comes out at 3.9673 eV. The HOMO energy (spin up / spin down) is -7.45 / -8.34 eV.

2.
The following is a DFT calculation (ωB97M-V/def2-TZVPD) of a molecular structure, C6H12N2O at a distorted geometry.

Last column: Mulliken charge in e.
Cartesian coordinates (Å):
C (-0.67, 0.34, -2.10)  0.1077
C (-1.86, -0.32, 0.44)  -1.3001
C (-0.56, -0.09, -0.21)  0.4374
C (1.10, -0.42, 1.70)  0.3153
N (0.43, 0.80, -2.87)  -0.6528
N (1.74, 0.64, 2.31)  -0.5156
C (0.70, -0.08, -0.09)  -0.3328
C (1.02, -1.66, 2.22)  -1.0111
O (-1.64, 1.34, -2.07)  -0.5385
H (-1.60, 1.77, -2.93)  0.3038
H (-1.07, -0.58, -2.52)  0.3307
H (0.89, 1.59, -2.42)  0.2507
H (1.10, 0.06, -3.04)  0.2604
H (2.06, 0.48, 3.26)  0.2196
H (1.26, 1.53, 2.20)  0.2408
H (1.64, 0.15, -0.56)  0.3650
H (-2.31, -1.25, 0.09)  0.2558
H (-1.74, -0.38, 1.53)  0.3937
H (-2.54, 0.50, 0.21)  0.3380
H (0.55, -2.47, 1.68)  0.2729
H (1.48, -1.92, 3.17)  0.2591

The HOMO-LUMO gap comes out at 8.94 eV. The LUMO energy comes out at 0.907 eV. The spin multiplicity is 1. Its charge is 0. The energy above the lowest of the compared OMol25 structures with the same formula, charge and spin comes out at 4.3740 eV. The HOMO energy is -8.04 eV.

3.
The following is a DFT calculation (ωB97M-V/def2-TZVPD) of C11H6ClF4O3P in the gas phase.

Last column: Mulliken charge in e.
Cartesian coordinates (Å):
C (-2.97, 2.71, -1.23)  0.0810
C (-2.68, 1.57, -1.06)  -0.4514
C (-2.32, 0.16, -0.96)  -1.3075
C (-1.09, -0.03, -0.10)  0.3633
C (-1.09, -0.39, 1.20)  0.6059
P (-2.65, -0.73, 2.14)  0.1016
O (-3.72, 0.35, 1.57)  -0.4359
Cl (-2.24, 0.04, 4.02)  -0.2096
C (0.27, -0.56, 1.83)  0.1496
O (0.48, -0.42, 3.01)  -0.4994
C (1.41, -0.95, 0.94)  -0.3891
C (1.41, -0.55, -0.32)  0.3138
C (2.55, -0.90, -1.26)  0.5469
F (2.51, -2.23, -1.55)  -0.3007
F (2.47, -0.21, -2.41)  -0.2981
C (3.94, -0.60, -0.64)  0.1421
F (4.85, -0.63, -1.64)  -0.2759
F (3.94, 0.66, -0.13)  -0.2645
C (0.23, 0.23, -0.80)  0.2579
O (0.26, 1.06, -1.66)  -0.5222
H (-3.31, 3.64, -1.62)  0.4556
H (-2.07, -0.19, -1.96)  0.3192
H (-3.16, -0.43, -0.61)  0.4789
H (-3.45, 1.26, 1.74)  0.3477
H (2.21, -1.53, 1.38)  0.4324
H (4.22, -1.32, 0.14)  0.3582

The HOMO-LUMO gap comes out at 7.81 eV. The LUMO energy comes out at -1.716 eV. The spin multiplicity is 1. Its charge is 0. Its SMILES is C#CCC1=C(P(O)Cl)C(=O)C=C(C(F)(F)C(F)F)C1=O. The HOMO energy is -9.53 eV.